No. 1
Density functional theory data (ωB97M-V/def2-TZVPD) for 4 unconnected molecules or ions with the total composition C20H42NO17PS3 in a non-equilibrium geometry.

SMILES	CCCCCCCCCCCCCOC(=O)OP(=N)(O)O.O=S1(=O)OCCO1.O=S1(=O)OCCO1.O=S1(=O)OCCO1
energy	-3656.86506	Eh
HOMO	-9.12	eV

ORCA input file:
```
! RIJCOSX wB97M-V def2-TZVPD def2/J DEFGRID3
* xyz 0 1
S 2.7049 -4.3822 -1.1846
S 2.8426 6.5396 1.6542
S 3.2176 -3.2833 -7.6929
P -6.1751 3.1750 1.5886
O 3.9050 6.3497 2.5922
O -6.9735 -0.2312 1.6068
O 2.4895 5.5616 0.6701
O 3.5730 -3.5569 -0.4005
O -6.5183 0.8753 3.6324
O 3.3924 -4.6023 -2.6366
O 2.1997 -3.5705 -8.9214
O 1.4998 6.9468 2.4672
O 3.4649 -4.8266 -7.2580
O 2.4822 -2.6342 -6.6457
O 3.0726 7.9588 0.9022
O 2.2013 -5.6385 -0.7213
O 4.4383 -2.7619 -8.2223
O -7.4621 2.1020 1.9457
O -5.4411 3.7365 2.9975
O -4.9959 2.5067 0.5699
O 1.4511 -3.4786 -1.6785
N -6.8527 4.4299 0.8411
C 1.6033 -1.6258 1.6444
C 2.8033 -0.6779 1.1677
C 2.4157 0.8425 0.8728
C -3.0664 -3.0722 2.4000
C 1.8816 8.7393 1.0049
C 0.1282 -1.0762 1.3683
C 2.5154 -4.1252 -3.6587
C -3.7857 -1.8247 3.1452
C 1.2704 8.3506 2.3418
C 1.7021 -3.0188 -3.0075
C 4.0067 3.1406 2.7139
C -0.9063 -2.3067 1.1080
C -6.0776 -1.2903 2.0536
C 2.1627 -4.9720 -9.1963
C -6.9497 0.8632 2.4706
C 2.4708 -5.6491 -7.8704
C -1.4461 -2.9785 2.4573
C -4.5276 -0.8848 2.0487
C 2.9870 2.0073 3.2231
C 1.8709 1.6645 2.1294
H 1.7184 -2.6171 1.0681
H 2.2787 -2.0917 -2.9417
H 2.4304 2.4689 4.1196
H 0.7666 -2.8263 -3.5318
H 3.5928 -0.6546 2.0072
H 1.4940 2.6751 1.7201
H 3.3760 1.3702 0.5253
H -6.0579 4.4206 3.3501
H 1.1863 -5.2576 -9.5880
H 0.2029 8.5673 2.3859
H 1.6781 -1.8948 2.7580
H 2.8388 -6.6667 -7.9982
H 1.8741 -4.9545 -3.9715
H -1.0883 -2.4064 3.3751
H 4.8887 3.3175 3.4072
H 3.3048 -1.1086 0.2439
H -3.0340 -1.2026 3.7463
H -4.1128 -1.0395 1.0011
H -5.3657 2.5641 -0.3426
H -6.4117 -1.7507 3.0523
H 0.0199 -0.3987 0.4653
H 1.2242 8.4640 0.1751
H -3.4148 -3.0421 1.3165
H -1.0832 -4.0590 2.5909
H 2.9317 -5.1936 -9.9412
H -4.3243 0.1950 2.3403
H 3.0863 -3.7664 -4.5142
H 1.6892 0.9374 -0.0131
H 1.5921 -5.6597 -7.2189
H 3.4024 4.1127 2.5965
H -4.5154 -2.2691 3.9013
H 4.3766 2.8621 1.6739
H 2.1124 9.8027 0.9464
H -6.1995 -2.1407 1.2875
H -3.4443 -4.0614 2.8448
H 1.0079 1.1579 2.6654
H 3.5033 1.0549 3.5824
H -6.4009 4.4869 -0.0814
H -0.4492 -3.1058 0.4415
H 1.7777 8.8542 3.1693
H -1.7916 -1.8658 0.5159
H -0.2360 -0.5996 2.3465
*
```

No. 2
Density functional theory data (ωB97M-V/def2-TZVPD) for 2 unconnected molecules or ions with the total composition C5H14 in a non-equilibrium geometry.

energy	-198.81300	Eh
HOMO (spin up / spin down)	1.54 / -7.50	eV
ΔE to the lowest compared entry with this formula, charge and spin	12.26	kcal per mole

ORCA input file:
```
! RIJCOSX wB97M-V def2-TZVPD def2/J DEFGRID3
* xyz -1 2
C 2.3234 0.8172 -0.1634
C -1.9658 -0.7500 -0.6704
C 2.3520 1.8878 0.9676
C -0.7287 -1.5657 -1.0193
C -2.2441 -0.4954 0.8206
H -2.3678 -1.4482 1.3310
H 0.1425 -1.0277 -0.6541
H -1.3523 0.0616 1.1496
H -3.0820 0.2014 0.8530
H 2.5117 1.2049 -1.1657
H 1.4262 1.9324 1.5423
H -0.5701 -1.6077 -2.0914
H 3.1528 1.6056 1.6487
H 1.4516 0.1950 -0.0070
H -0.7420 -2.5270 -0.5064
H -2.0039 0.2135 -1.1986
H 2.5731 2.8472 0.4920
H 3.2483 0.2465 -0.0574
H -2.8361 -1.2194 -1.1675
*
```

No. 3
Density functional theory data (ωB97M-V/def2-TZVPD) for C17H23NO4 in the gas phase in a non-equilibrium geometry.

SMILES	CCN(CC)CCOC(=O)c1cc2cc(COC)ccc2o1
energy	-1017.27873	Eh
HOMO	-8.56	eV
ΔE to the lowest compared entry with this formula, charge and spin	65.36	kcal per mole

ORCA input file:
```
! RIJCOSX wB97M-V def2-TZVPD def2/J DEFGRID3
* xyz 0 1
O 5.6932 -4.9918 1.6520
O -2.3661 -1.4657 -0.2843
O 1.0217 -0.8805 0.6554
O -1.1508 0.4211 -0.1333
N -2.9989 3.5339 -0.6435
C 1.4039 -3.0752 1.0842
C -0.1168 -1.5876 0.4217
C 3.2705 -1.5250 1.4044
C -2.2822 1.1727 -0.5671
C 2.2007 -4.1545 1.4694
C -1.8591 2.6362 -0.6513
C -2.5818 4.9106 -0.4176
C 0.0548 -2.9223 0.6633
C 3.5098 -3.9106 1.8265
C -3.7532 5.8385 -0.1156
C 5.6590 -5.2612 0.2726
C -1.3301 -0.8973 -0.0325
C -3.3511 3.6489 -3.1602
C 4.4224 -5.0345 2.2613
C -3.9093 3.3525 -1.7630
C 4.0305 -2.6070 1.7896
C 1.9492 -1.7723 1.0562
H -3.0174 4.6808 -3.2366
H -0.6929 -3.6801 0.5523
H 5.0600 -4.5200 -0.2690
H -4.4062 5.3789 0.6213
H 3.9390 -6.0043 2.0681
H 1.7926 -5.1538 1.4882
H -1.9236 4.8962 0.4558
H -1.9969 5.3148 -1.2613
H -4.2629 2.3199 -1.7307
H -2.6173 0.7732 -1.5296
H 5.0650 -2.4694 2.0659
H 4.6215 -4.9516 3.3350
H 5.2468 -6.2591 0.0761
H -1.2645 2.8460 0.2423
H -4.1306 3.4868 -3.9000
H -3.3765 6.7757 0.2866
H 3.6744 -0.5262 1.3745
H -2.5162 2.9939 -3.3966
H 6.6891 -5.2202 -0.0753
H -4.3309 6.0636 -1.0080
H -3.0946 1.0562 0.1585
H -1.2003 2.7776 -1.5243
H -4.7740 3.9925 -1.5815
*
```

No. 4
Density functional theory data (ωB97M-V/def2-TZVPD) for 3 unconnected molecules or ions with the total composition C4H17N2O2 in a non-equilibrium geometry.

energy	-422.38278	Eh
HOMO (spin up / spin down)	-2.72 / -9.25	eV
ΔE to the lowest compared entry with this formula, charge and spin	66.30	kcal per mole

ORCA input file:
```
! RIJCOSX wB97M-V def2-TZVPD def2/J DEFGRID3
* xyz 0 2
O -0.1883 2.5509 1.4233
O 2.2502 -0.8951 -2.6946
N 0.4687 1.4251 -0.8449
N -0.8423 -0.4676 0.9537
C 0.3297 -0.0612 -1.1842
C -0.8423 -0.7631 -0.5740
C -2.0929 -1.1660 1.5174
C 0.3743 -1.0727 1.6434
H -0.1239 1.6714 0.1387
H -1.7312 -1.8015 2.4138
H -0.3594 3.5075 1.5493
H -2.6589 -1.7071 0.7142
H 1.4244 1.6139 -0.5153
H 1.1930 -0.6517 -0.9956
H 2.0345 -0.5355 -3.5997
H -1.7908 -0.3943 -1.0436
H 0.6088 -2.0574 1.3376
H 0.1739 2.1592 -1.5358
H 1.1130 -0.3679 1.6040
H 2.8770 -1.6617 -2.8269
H -0.2662 2.1408 2.2487
H -2.7867 -0.3809 1.9479
H 0.2232 -0.0946 -2.3148
H -0.6867 -1.9185 -0.8525
H 0.2626 -1.0923 2.7238
*
```

No. 5
Density functional theory data (ωB97M-V/def2-TZVPD) for C3H9FN2O2S in the gas phase in a non-equilibrium geometry.

SMILES	C[C@@H](F)C[S@@](=N)(=O)NO
energy	-877.56687	Eh
HOMO	-9.55	eV
ΔE to the lowest compared entry with this formula, charge and spin	83.52	kcal per mole

ORCA input file:
```
! RIJCOSX wB97M-V def2-TZVPD def2/J DEFGRID3
* xyz 0 1
S -1.1295 0.4982 0.2823
F 1.9759 -1.0342 1.1268
O -2.4105 -1.6789 -0.1604
O -1.0947 1.7773 -0.2378
N -1.2151 0.3641 1.7478
N -2.5749 -0.3271 -0.5164
C 1.7919 -0.2343 -0.0209
C 0.4658 -0.6172 -0.7280
C 1.8760 1.2950 0.2605
H 2.6933 1.6660 -0.3724
H 2.0382 1.6036 1.3933
H 0.3298 -0.0361 -1.6146
H -2.2854 -0.2296 -1.5093
H 0.8740 1.7323 -0.0397
H -3.2452 -2.0929 -0.0884
H -0.9247 -0.5596 2.0446
H 0.1753 -1.6073 -0.8746
H 2.6598 -0.5194 -0.6929
*
```

Repeat the second record exactly.
Density functional theory data (ωB97M-V/def2-TZVPD) for 2 unconnected molecules or ions with the total composition C5H14 in a non-equilibrium geometry.

energy	-198.81300	Eh
HOMO (spin up / spin down)	1.54 / -7.50	eV
ΔE to the lowest compared entry with this formula, charge and spin	12.26	kcal per mole

ORCA input file:
```
! RIJCOSX wB97M-V def2-TZVPD def2/J DEFGRID3
* xyz -1 2
C 2.3234 0.8172 -0.1634
C -1.9658 -0.7500 -0.6704
C 2.3520 1.8878 0.9676
C -0.7287 -1.5657 -1.0193
C -2.2441 -0.4954 0.8206
H -2.3678 -1.4482 1.3310
H 0.1425 -1.0277 -0.6541
H -1.3523 0.0616 1.1496
H -3.0820 0.2014 0.8530
H 2.5117 1.2049 -1.1657
H 1.4262 1.9324 1.5423
H -0.5701 -1.6077 -2.0914
H 3.1528 1.6056 1.6487
H 1.4516 0.1950 -0.0070
H -0.7420 -2.5270 -0.5064
H -2.0039 0.2135 -1.1986
H 2.5731 2.8472 0.4920
H 3.2483 0.2465 -0.0574
H -2.8361 -1.2194 -1.1675
*
```

- Among the records above, which one has the highest energy?
  C5H14